(1)
Computed, not measured: a cluster of 2 separate species, C2H6ClN3 in total at a distorted geometry, with the ωB97M-V functional and the def2-TZVPD basis.

XYZ file:
```
12
C2H6ClN3 (the ωB97M-V functional and the def2-TZVPD basis)
H -1.237 0.812 -0.270
N -0.490 1.282 0.247
C 0.435 0.495 0.568
N 1.609 1.066 0.924
N 0.448 -0.889 0.461
C -0.593 -1.615 0.322
H 1.627 2.041 1.260
H 2.443 0.490 1.089
H -1.791 -1.427 0.503
H -0.472 -2.679 0.055
Cl -1.363 0.277 -3.131
H -0.616 0.147 -2.028
```

Results
Highest occupied orbital energy: -9.3 eV
DFT total energy: -704.2197 a.u.
Multiplicity: 1
SMILES: [H]/N=C(/N)N=C.Cl
HOMO-LUMO gap: 9.230 eV

---

(2)
Computed, not measured: a cluster of 2 separate species, C2H6ClN3 in total at a distorted geometry, with the ωB97M-V functional and the def2-TZVPD basis.

XYZ file:
```
12
C2H6ClN3 (the ωB97M-V functional and the def2-TZVPD basis)
C -1.170 -0.756 -0.097
C 0.172 -0.808 0.474
N -0.405 2.299 -0.060
N 0.635 1.884 0.146
N 1.207 -1.288 -0.051
Cl 3.050 -0.220 -0.193
H -1.481 0.318 0.060
H -1.858 -1.474 0.330
H -1.122 -1.036 -1.109
H 0.179 -0.442 1.577
H -0.557 3.387 -0.117
H 1.351 -1.863 -0.959
```

Results
Highest occupied orbital energy (spin up / spin down): -8.1 / -8.5 eV
DFT total energy: -704.0952 a.u.
Multiplicity: 1
HOMO-LUMO gap (spin up / spin down): 7.991 / 7.778 eV

---

(3)
Computed, not measured: a cluster of 2 separate species, C2H6ClN3 in total at a distorted geometry, with the ωB97M-V functional and the def2-TZVPD basis.

XYZ file:
```
12
C2H6ClN3 (the ωB97M-V functional and the def2-TZVPD basis)
C 1.366 0.278 0.103
C -1.997 -0.390 -0.055
N 0.208 0.808 0.231
N 2.348 1.128 -0.111
N -1.893 -1.624 0.028
Cl -3.050 0.744 -0.014
H 1.353 -0.863 0.281
H -0.070 1.778 0.100
H 3.218 0.679 -0.351
H 2.183 2.112 -0.262
H -1.219 -2.248 0.404
H -2.446 -2.401 -0.354
```

Results
Highest occupied orbital energy (spin up / spin down): -19.4 / -19.1 eV
DFT total energy: -703.4031 a.u.
Multiplicity: 1
Total charge: +2
HOMO-LUMO gap (spin up / spin down): 7.944 / 7.134 eV

---

(4)
Computed, not measured: a cluster of 2 separate species, C2H6ClNO3S in total at a distorted geometry, with the ωB97M-V functional and the def2-TZVPD basis.

XYZ file:
```
14
C2H6ClNO3S (the ωB97M-V functional and the def2-TZVPD basis)
C -1.577 1.247 -0.256
C 0.000 0.127 1.006
N 0.968 -1.211 -1.273
O 2.418 0.509 -0.257
O 1.991 -1.637 0.937
O -0.500 1.294 0.576
S 1.576 -0.541 0.165
Cl 0.320 0.143 2.722
H -2.285 0.572 0.257
H -1.273 0.862 -1.274
H -1.748 2.367 -0.339
H -1.098 -1.000 0.941
H 0.546 -2.125 -1.142
H 0.660 -0.608 -2.061
```

Results
Highest occupied orbital energy: -10.3 eV
DFT total energy: -1218.5366 a.u.
Multiplicity: 1
HOMO-LUMO gap: 10.461 eV

---

(5)
Computed, not measured: a structure of composition C2H6ClNO3S at a distorted geometry, with the ωB97M-V functional and the def2-TZVPD basis.

XYZ file:
```
14
C2H6ClNO3S (the ωB97M-V functional and the def2-TZVPD basis)
C 0.208 -0.522 -0.587
C -1.084 0.291 -0.050
H 2.645 -0.021 1.937
H 0.482 -1.471 -0.177
H 0.087 -0.507 -1.701
H -1.044 0.372 1.042
H -1.135 1.259 -0.482
H -2.210 -1.406 0.098
N -2.222 -0.445 -0.472
O 1.508 -0.175 1.465
O 2.884 -0.178 -0.773
O 1.584 1.844 -0.273
S 1.720 0.379 -0.102
Cl -3.424 0.580 0.076
```

Results
Highest occupied orbital energy: -10.0 eV
DFT total energy: -1218.5350 a.u.
Multiplicity: 1
HOMO-LUMO gap: 9.714 eV

---

(6)
Computed, not measured: a cluster of 2 separate species, C2H6ClO4P in total at a distorted geometry, with the ωB97M-V functional and the def2-TZVPD basis.

XYZ file:
```
14
C2H6ClO4P (the ωB97M-V functional and the def2-TZVPD basis)
O -1.694 -0.526 0.031
C -1.221 0.513 -0.450
O -1.025 1.620 0.279
C -0.931 0.545 -1.952
O -1.224 -0.786 -2.313
H -1.223 1.447 1.292
H -1.545 1.280 -2.417
H 0.157 0.727 -2.159
H -1.367 -1.087 -1.496
O 2.521 0.253 2.109
P 1.201 -0.435 1.436
Cl 1.006 -2.047 2.769
H 3.332 -0.214 2.134
H 2.013 -1.289 0.739
```

Results
Highest occupied orbital energy: -10.3 eV
DFT total energy: -1182.3106 a.u.
Multiplicity: 1
SMILES: O=C(O)CO.OPCl
HOMO-LUMO gap: 10.574 eV